Molecular formula: C35H35N7
Method: DFT, ωB97M-V with the def2-TZVPD basis set

Highest occupied orbital energy = -0.3401 Eh
Kohn-Sham gap = 9.74 eV
Relative energy (zero: lowest compared OMol25 entry of this formula, charge and spin) = 175.4 kJ/mol
SMILES string = c1ccncc1.c1ccncc1.c1ccncc1.c1ccncc1.c1ccncc1.c1ccncc1.c1ccncc1

Last column: Mulliken charge in e.
Cartesian coordinates (Å):
N1 -2.167 -2.605 -3.211  -0.548
N2 2.781 -2.512 -1.957  -0.194
N3 -5.363 0.333 -3.284  -0.569
N4 2.341 -2.644 6.912  -0.545
N5 -0.825 2.415 0.277  -0.364
N6 4.561 -0.388 1.488  -0.403
N7 -6.374 6.624 -0.022  -0.589
C1 -1.751 -3.045 -4.399  -0.233
C2 2.472 -2.503 -0.680  0.262
C3 -4.755 2.072 -1.152  -0.851
C4 1.270 1.574 -0.501  -0.355
C5 1.778 1.550 0.829  0.215
C6 2.203 -1.335 4.939  -0.238
C7 3.137 -4.799 -0.355  -0.110
C8 -3.618 6.117 0.001  -0.415
C9 -4.255 6.842 0.982  -0.245
C10 -0.063 1.941 -0.717  -0.637
C11 -3.785 1.294 -1.779  0.408
C12 0.378 -1.990 -4.215  -0.248
C13 -0.111 -1.443 -3.081  0.270
C14 -5.621 7.066 0.920  -0.246
C15 0.943 2.089 1.817  -0.694
C16 4.848 -0.238 0.172  -0.157
C17 -4.123 0.425 -2.809  -0.378
C18 5.029 -1.432 2.109  0.059
C19 -6.314 1.024 -2.673  -0.392
C20 3.513 -4.802 -1.672  -0.830
C21 -0.507 -2.774 -4.957  -0.484
C22 5.816 -2.376 1.456  -0.517
C23 1.044 -2.970 6.767  -0.242
C24 -6.037 1.934 -1.649  -0.424
C25 2.890 -1.874 5.975  -0.296
C26 6.143 -2.210 0.120  -0.233
C27 2.541 -3.606 0.170  -1.105
C28 -5.833 5.818 -0.937  -0.180
C29 -1.392 -1.699 -2.607  -0.572
C30 3.200 -3.661 -2.416  -0.146
C31 0.279 -2.482 5.728  -0.364
C32 0.875 -1.657 4.776  -0.264
C33 -4.464 5.539 -0.992  -0.362
C34 5.566 -1.167 -0.582  -0.624
C35 -0.344 2.488 1.479  -0.319
H1 -0.489 1.933 -1.677  0.582
H2 4.447 0.618 -0.364  0.431
H3 0.703 -3.789 7.418  0.344
H4 3.531 -3.655 -3.464  0.301
H5 1.254 2.170 2.842  0.449
H6 3.956 -1.695 6.001  0.379
H7 2.214 -1.584 -0.145  0.459
H8 -0.956 2.939 2.246  0.374
H9 -5.998 7.785 1.581  0.397
H10 -2.745 1.507 -1.555  0.171
H11 -7.294 0.856 -3.091  0.375
H12 -4.530 2.714 -0.308  0.632
H13 -4.146 4.809 -1.721  0.538
H14 2.111 -3.665 1.155  0.490
H15 -3.635 7.089 1.852  0.314
H16 2.746 1.141 0.964  0.289
H17 -1.768 -1.296 -1.657  0.579
H18 -2.584 5.816 0.070  0.388
H19 1.845 1.235 -1.328  0.467
H20 5.821 -0.919 -1.612  0.411
H21 2.666 -0.637 4.250  0.455
H22 -3.350 -0.069 -3.359  0.539
H23 -0.397 -3.101 -5.996  0.350
H24 0.553 -0.740 -2.556  0.165
H25 0.288 -1.239 3.973  0.476
H26 6.789 -2.949 -0.334  0.428
H27 -6.818 2.506 -1.200  0.459
H28 -0.839 -2.667 5.691  0.289
H29 3.123 -5.688 0.253  0.425
H30 -6.444 5.373 -1.730  0.404
H31 1.439 -1.808 -4.504  0.376
H32 6.387 -3.152 1.991  0.351
H33 4.842 -1.539 3.184  0.246
H34 -2.543 -3.565 -4.981  0.338
H35 3.914 -5.668 -2.159  0.486